No. 1
Computed, not measured: a structure of composition C41H80F3N10O9SV at a distorted geometry, with ωB97M-V/def2-TZVPD.

```
! RIJCOSX wB97M-V def2-TZVPD def2/J DEFGRID3
* xyz 0 3
V -0.93170 -11.38807 -17.56436
N 1.45391 -12.38842 -18.33299
O 2.47520 -12.88123 -18.75600
O 0.63820 -11.72881 -19.03417
O 0.97834 -12.54380 -17.20025
N -2.68598 -9.74348 -18.82953
O -3.54549 -9.06980 -19.32019
O -2.47097 -9.85041 -17.60303
O -1.99431 -10.61510 -19.41670
C -0.84545 -8.44110 -14.72353
F -1.07148 -8.71406 -13.45329
F -1.94130 -8.19840 -15.40639
F -0.06509 -7.38733 -14.85685
S 0.09183 -9.92819 -15.44687
O 1.27321 -10.13446 -14.67322
O -0.81411 -11.06854 -15.52438
O 0.25913 -9.78970 -16.90561
N -4.47367 -11.21493 -13.36852
C -5.42171 -11.90232 -14.06228
C -5.67235 -11.14734 -15.18754
C -4.75386 -10.07326 -15.29417
C -4.06297 -10.13639 -14.08236
H -4.09961 -11.44264 -12.44765
H -5.83449 -12.81435 -13.66553
H -6.44148 -11.37392 -15.91360
H -4.81975 -9.34902 -16.08578
H -3.30851 -9.51509 -13.62895
N 0.98488 -6.88983 -18.62175
C -0.35272 -6.82631 -18.34640
C -1.06528 -6.97967 -19.50679
C -0.12990 -7.11460 -20.53789
C 1.14077 -7.14913 -19.94974
H 1.72497 -6.70891 -17.95729
H -0.65784 -6.62973 -17.33118
H -2.13039 -6.82753 -19.57852
H -0.33954 -7.20360 -21.59183
H 2.08531 -7.09079 -20.46435
N 2.89139 -5.17042 -16.82122
C 2.34280 -6.00241 -15.85294
C 2.95059 -7.23142 -16.01046
C 3.84223 -7.16376 -17.08734
C 3.75873 -5.88572 -17.59195
H 2.65247 -4.20048 -16.90452
H 1.64356 -5.63206 -15.12579
H 2.84945 -8.13940 -15.43438
H 4.44484 -8.00347 -17.39413
H 4.28739 -5.36603 -18.37488
N 4.73184 -11.04041 -17.21136
C 5.90273 -10.33528 -17.23727
C 6.09014 -9.79136 -15.99900
C 5.08993 -10.25704 -15.16316
C 4.22461 -11.01384 -15.94652
H 4.23523 -11.45102 -17.98354
H 6.43067 -10.23730 -18.17241
H 6.87900 -9.10279 -15.73549
H 4.88449 -10.03231 -14.12808
H 3.34491 -11.54905 -15.62987
C -5.13557 -10.47529 -9.87494
C -3.71133 -11.00077 -9.81263
N -3.26048 -12.05614 -10.73616
C -1.83678 -12.35408 -10.61362
C -1.02486 -11.25939 -11.31027
C -4.04649 -13.25971 -10.51205
C -3.83786 -14.44419 -11.47054
H -5.88830 -11.19863 -9.56318
H -5.41831 -10.05291 -10.84042
H -5.16867 -9.65285 -9.15888
H -3.04473 -10.14397 -9.89772
H -3.55289 -11.46495 -8.82540
H -1.54360 -12.62552 -9.58915
H -1.62927 -13.26501 -11.17756
H -0.95184 -11.49321 -12.37568
H -1.46985 -10.27364 -11.19752
H 0.02916 -11.19724 -11.02816
H -5.10989 -13.00723 -10.58660
H -3.96912 -13.59400 -9.46360
H -4.71929 -15.08267 -11.47957
H -2.94412 -14.99087 -11.17601
H -3.73703 -14.09884 -12.50260
C -4.74937 -13.69116 -17.60985
C -3.63019 -12.62260 -17.62384
N -2.25692 -13.06215 -17.34409
C -1.81367 -14.09318 -18.31764
C -1.98786 -13.75815 -19.81965
C -2.26065 -13.70005 -15.99697
C -0.90287 -14.03182 -15.38382
H -5.77150 -13.37206 -17.79639
H -4.73531 -14.21784 -16.65347
H -4.55966 -14.45151 -18.37269
H -3.75399 -12.26788 -18.65479
H -3.94201 -11.69948 -17.13968
H -0.75205 -14.30670 -18.20907
H -2.39319 -15.01228 -18.22055
H -1.46565 -12.86985 -20.16893
H -1.72897 -14.64606 -20.39599
H -3.04019 -13.61721 -20.08129
H -2.82470 -14.63278 -16.05280
H -2.83187 -13.12756 -15.26170
H -0.21709 -14.50205 -16.08726
H -1.04022 -14.82705 -14.64024
H -0.40989 -13.28255 -14.77022
C 2.87162 -10.05569 -11.39900
C 2.98784 -11.60326 -11.44920
N 3.94868 -12.09177 -10.47763
C 3.42587 -11.89169 -9.13396
C 4.31994 -12.53243 -8.08883
C 4.25374 -13.49492 -10.79614
C 5.03521 -13.64669 -12.08578
H 2.36107 -9.71676 -12.30469
H 3.82286 -9.52713 -11.46253
H 2.31811 -9.70901 -10.52685
H 2.00382 -12.08955 -11.36184
H 3.26807 -11.73587 -12.49601
H 3.31838 -10.83552 -8.89447
H 2.42990 -12.35734 -9.03094
H 4.12300 -13.59850 -7.95954
H 5.38611 -12.40742 -8.28143
H 4.14857 -12.13344 -7.08496
H 3.31413 -14.06770 -10.82657
H 4.91248 -13.95460 -10.05933
H 5.91501 -13.00460 -12.07717
H 4.40646 -13.50796 -12.96373
H 5.42066 -14.66929 -12.10660
C -5.97685 -6.56689 -18.77942
C -5.15328 -6.48024 -17.51145
N -5.97821 -5.98428 -16.39386
C -5.41183 -6.34609 -15.08166
C -4.12833 -5.60232 -14.77310
C -6.15981 -4.53573 -16.56574
C -7.25309 -3.96489 -15.67173
H -6.18424 -5.60703 -19.25143
H -6.94521 -7.01899 -18.55594
H -5.48421 -7.20742 -19.51331
H -4.76846 -7.45855 -17.21361
H -4.24774 -5.88719 -17.71190
H -5.18205 -7.40977 -15.02393
H -6.19477 -6.19594 -14.33619
H -3.66586 -5.90682 -13.82446
H -4.17328 -4.51831 -14.66472
H -3.32011 -5.83476 -15.47193
H -5.21939 -3.99611 -16.37907
H -6.35128 -4.23135 -17.59428
H -7.26951 -2.88710 -15.85128
H -8.20986 -4.32128 -16.05647
H -7.10226 -4.19667 -14.62145
*
```

Summary:
- DFT total energy: -121811.205 eV
- E_HOMO (spin up / spin down): -7.583 / -7.583 eV
- Energy relative to the best compared isomer or geometry (same formula, charge and spin): 0.00 kJ/mol
- Kohn-Sham gap (spin up / spin down): 6.47 / 7.28 eV



No. 2
Computed, not measured: a structure of composition C41H83B3N6O9 at a distorted geometry, with ωB97M-V/def2-TZVPD.

```
! RIJCOSX wB97M-V def2-TZVPD def2/J DEFGRID3
* xyz 0 1
C -3.87902 -1.53102 1.93461
C -2.99548 -2.72219 2.19614
C -2.87586 -3.34438 3.40981
C -2.07556 -4.44860 3.58632
C -1.38374 -4.97887 2.53476
C -0.47279 -6.19391 2.63376
B 0.97758 -5.73089 2.22721
O 1.52178 -4.56080 2.72908
B 2.04374 -3.76179 1.72633
C 2.59224 -2.33455 2.10774
C 1.40859 -1.39524 2.40452
C 1.81540 0.10678 2.50231
C 0.90433 0.93898 1.57285
C 0.90179 2.45713 1.90176
C -0.46546 2.99584 2.34554
C -1.54336 3.18051 1.22932
C -1.02678 3.35369 -0.20727
C -1.00967 2.07342 -1.06954
C -2.31525 1.26152 -1.06759
C -2.04802 -0.07598 -1.84311
C -3.19170 -0.46771 -2.81988
N -2.60099 -0.92391 -4.09036
C -2.09082 -2.14257 -4.32784
C -1.62447 -2.09971 -5.62456
C -1.87460 -0.81944 -6.12967
C -2.49657 -0.07706 -5.14454
O 2.08905 -4.22639 0.40166
B 2.02710 -5.59846 0.26570
C 2.19165 -6.20482 -1.20409
O 3.60400 -6.40490 -1.47383
N 3.71082 -7.30439 -2.56948
O 4.32252 -8.24941 -2.27273
O 1.78394 -6.44289 1.33201
C -1.48536 -4.35406 1.30337
C -2.27253 -3.25454 1.14329
H -3.97412 -0.90901 2.82943
H -3.47517 -0.93169 1.11485
H -4.89766 -1.81961 1.65366
H -3.43113 -2.93870 4.25214
H -2.01680 -4.88535 4.57857
H -0.83365 -6.97571 1.95705
H -0.51132 -6.61852 3.64331
H 3.20986 -2.45694 3.00691
H 3.21959 -1.99445 1.27788
H 0.73297 -1.45205 1.54045
H 0.85356 -1.66685 3.30601
H 1.79032 0.48165 3.52787
H 2.82295 0.16206 2.05880
H 1.35925 0.86245 0.57677
H -0.10252 0.51624 1.47743
H 1.37611 3.03912 1.10841
H 1.56638 2.56861 2.76988
H -0.32579 3.91537 2.92151
H -0.86288 2.24924 3.04564
H -2.27443 2.37907 1.33898
H -2.07803 4.10532 1.47387
H -0.04799 3.83342 -0.27481
H -1.72417 4.03979 -0.70511
H -0.17715 1.40031 -0.85000
H -0.86342 2.40361 -2.10739
H -3.08346 1.81223 -1.61928
H -2.64881 0.96609 -0.07321
H -1.99381 -0.86569 -1.08488
H -1.08049 -0.04294 -2.34589
H -3.88213 0.35526 -2.99453
H -3.71943 -1.33181 -2.40743
H -2.03880 -2.96286 -3.63225
H -1.14487 -2.91586 -6.14290
H -1.63335 -0.44133 -7.11262
H -2.82875 0.94653 -5.11903
H 1.66387 -7.15350 -1.33150
H 1.81596 -5.46354 -1.92360
H -0.93983 -4.72183 0.43582
H -2.34347 -2.77459 0.16998
C -7.69640 -1.46307 -7.45767
C -6.34789 -1.37607 -6.74921
C -5.38003 -0.36679 -7.38347
O -4.75846 -0.81703 -8.57344
C -5.52715 -0.65334 -9.75001
N -5.76130 -2.71764 -6.67555
H -7.63408 -2.01218 -8.39717
H -8.41815 -1.98638 -6.82963
H -8.09576 -0.46813 -7.66717
H -6.54134 -1.03609 -5.72653
H -4.56658 -0.20250 -6.67405
H -5.86132 0.60790 -7.54456
H -6.13488 0.25557 -9.71649
H -6.16492 -1.52334 -9.92433
H -4.83569 -0.57703 -10.58972
H -4.90804 -2.67373 -6.12205
H -5.43132 -2.95651 -7.60737
C 7.96616 1.73093 -0.25104
C 7.09049 0.54852 -0.65391
C 5.63658 0.66661 -0.17033
O 5.44603 0.37854 1.20384
C 5.72317 1.46195 2.07325
N 7.72356 -0.68963 -0.18957
H 8.24379 1.69909 0.80244
H 8.89272 1.72471 -0.82550
H 7.45993 2.67923 -0.44433
H 7.06369 0.52321 -1.74741
H 5.04388 -0.08044 -0.70660
H 5.20859 1.64605 -0.42114
H 5.45424 2.42459 1.62940
H 6.77614 1.46062 2.36373
H 5.13077 1.32091 2.97844
H 7.19244 -1.48331 -0.53816
H 7.59635 -0.73754 0.81844
C 1.92448 -1.90717 9.13437
C 1.98489 -2.53471 7.74531
C 2.90855 -1.78761 6.77138
O 2.36241 -0.59333 6.24204
C 2.49623 0.54594 7.07164
N 0.62119 -2.65684 7.21902
H 1.32012 -1.00017 9.15169
H 1.47458 -2.60389 9.84204
H 2.92425 -1.66073 9.49842
H 2.39156 -3.54361 7.86319
H 3.07657 -2.43667 5.90687
H 3.89347 -1.59630 7.21679
H 3.43242 0.53117 7.63660
H 1.64766 0.63366 7.75414
H 2.49299 1.42636 6.42773
H 0.65245 -3.15992 6.33541
H 0.31197 -1.72435 6.95524
C 0.60703 9.46372 -1.22712
C 0.05922 8.20502 -1.89223
C -1.20086 7.64810 -1.21167
O -0.95624 6.94400 -0.00834
C -0.82085 7.75658 1.14344
N 1.12848 7.20437 -1.96649
H 1.12613 9.24503 -0.29399
H 1.32551 9.95351 -1.88468
H -0.19267 10.17699 -1.01625
H -0.22088 8.47489 -2.91495
H -1.65121 6.91592 -1.88841
H -1.95185 8.43297 -1.05342
H -1.47141 8.63454 1.10186
H 0.21765 8.06551 1.28300
H -1.10423 7.15486 2.00771
H 0.79360 6.40160 -2.49293
H 1.26749 6.83735 -1.02795
*
```

Summary:
- DFT total energy: -73262.499 eV
- E_HOMO: -8.289 eV
- Kohn-Sham gap: 8.44 eV



No. 3
Computed, not measured: a structure of composition C41H84N3NbO7PS2 at a distorted geometry, with ωB97M-V/def2-TZVPD.

```
! RIJCOSX wB97M-V def2-TZVPD def2/J DEFGRID3
* xyz -1 1
C 4.75938 0.79013 -0.03666
C 4.61173 0.77544 -1.65040
C 3.79248 2.13016 -2.03469
C 3.57354 2.21364 -3.65011
N 2.15060 2.50723 -3.97186
C 1.65421 1.80928 -5.19895
C 0.17436 1.20947 -5.08779
C -0.06924 0.22443 -3.84591
C -0.07316 0.93858 -2.40664
Nb -1.51107 -0.05555 -0.87559
C -2.96366 -1.02983 0.57199
C -4.07544 -0.10137 1.26104
C -5.27130 0.37197 0.28767
O -5.27059 1.81053 0.01474
C -1.82325 2.06468 -0.05901
C -0.57080 2.44354 1.05718
C 0.86281 2.93815 0.33206
O -0.16016 3.90063 1.10292
N 0.18091 -0.20985 0.46313
C 0.23252 -1.31582 1.13452
O 0.02079 -2.23908 1.96496
N -3.07271 0.33514 -2.27565
C -3.72956 -0.85770 -2.85044
C -4.89985 -0.29542 -3.85878
C -4.17481 0.02036 -5.26335
P -0.83554 -2.28044 -1.97279
C 1.06964 -2.56533 -1.84670
C -1.61654 -3.77673 -1.05831
C -2.77641 -4.34023 -2.03300
C 1.83982 3.92481 -3.94987
S 2.88405 5.12517 -3.34303
S 0.18955 4.58915 -4.55347
C -0.64281 5.49340 -3.13780
C -2.14101 4.93132 -2.88526
C -3.29398 6.03549 -3.11495
H 5.40895 1.67726 0.27396
H 5.16662 -0.20099 0.38172
H 3.71140 0.97515 0.38108
H 5.64311 0.78042 -2.14557
H 4.01805 -0.14144 -2.00659
H 2.79018 2.05338 -1.47504
H 4.36653 3.07843 -1.73935
H 4.34073 2.88275 -4.16753
H 3.79544 1.13830 -4.01550
H 1.62350 2.60968 -6.03786
H 2.33297 0.98121 -5.59385
H -0.65550 1.99100 -5.09294
H 0.00563 0.57193 -6.04222
H -1.11710 -0.23670 -4.00427
H 0.73319 -0.60190 -3.81187
H -0.50483 2.00412 -2.56436
H 0.97188 1.07231 -1.94936
H -3.55288 -1.81743 -0.05093
H -2.48940 -1.64662 1.42291
H -3.64650 0.76443 1.89726
H -4.59944 -0.77616 2.04800
H -5.32157 -0.27220 -0.65616
H -6.27179 0.17407 0.84053
H -5.54440 1.86070 -0.92997
H -2.78149 2.23876 0.51779
H -1.62014 2.89298 -0.84078
H -0.48518 1.77744 2.05059
H 1.78428 2.97437 0.99368
H 0.71377 3.45427 -0.67033
H -3.74354 1.04947 -1.94689
H -3.08918 -1.50469 -3.53186
H -4.28430 -1.53381 -2.11284
H -5.34712 0.68424 -3.47274
H -5.72419 -1.09762 -3.98160
H -4.87454 -0.26280 -6.14058
H -3.20690 -0.55443 -5.44536
H -3.90201 1.13204 -5.25368
H 1.48046 -3.18414 -2.71220
H 1.20968 -3.07649 -0.82014
H 1.53657 -1.52843 -1.74468
H -0.83140 -4.61690 -0.98934
H -1.95157 -3.55112 0.00198
H -3.83274 -4.01476 -1.74531
H -2.59529 -3.89902 -3.08847
H -2.68393 -5.48281 -2.18612
H -0.72642 6.59346 -3.48425
H -0.01684 5.42357 -2.18028
H -2.34118 4.01921 -3.56384
H -2.18288 4.60334 -1.78803
H -4.21990 5.48494 -3.53267
H -2.99259 6.88681 -3.81610
H -3.58403 6.44188 -2.07238
C 0.50040 3.71353 4.29529
C -0.23035 2.92776 5.36147
C 0.39399 3.46608 6.63428
O 0.76615 4.82541 6.37093
C 0.66667 5.06546 4.95886
H -0.03405 3.76821 3.34506
H 1.48249 3.26417 4.11072
H -1.29749 3.17238 5.33616
H -0.12581 1.84597 5.26004
H 1.30353 2.91394 6.89551
H -0.29096 3.43122 7.48521
H -0.20882 5.70129 4.78809
H 1.55603 5.59708 4.61258
C 5.27513 5.10840 2.76528
C 5.82682 4.54581 4.05458
C 6.74696 3.45078 3.55311
O 7.23661 3.87249 2.27151
C 6.47054 5.00726 1.83951
H 4.89354 6.12660 2.85803
H 4.46396 4.47047 2.39905
H 6.40892 5.31352 4.57539
H 5.05916 4.17782 4.73758
H 6.20471 2.50981 3.41120
H 7.58811 3.26975 4.22672
H 7.11055 5.89300 1.91978
H 6.18122 4.87978 0.79399
C 0.67681 -4.64184 4.29202
C 1.60849 -5.81607 4.49567
C 1.12428 -6.37772 5.81839
O -0.27897 -6.09731 5.89911
C -0.62531 -5.17155 4.85776
H 0.59094 -4.32386 3.25212
H 1.02157 -3.78760 4.88382
H 1.45678 -6.55234 3.69906
H 2.66491 -5.54198 4.51022
H 1.61442 -5.88269 6.66393
H 1.28885 -7.45494 5.90252
H -1.19414 -5.71916 4.09830
H -1.25918 -4.38073 5.26440
C -1.97890 -9.77551 -0.42729
C -1.08272 -9.20273 0.64773
C -0.93509 -7.76188 0.19978
O -2.14664 -7.41362 -0.48351
C -2.90065 -8.60870 -0.72325
H -2.51553 -10.67483 -0.11943
H -1.38540 -10.01774 -1.31526
H -1.59267 -9.24270 1.61596
H -0.12606 -9.71926 0.74451
H -0.10656 -7.64805 -0.50758
H -0.77553 -7.07698 1.03588
H -3.76248 -8.60238 -0.04686
H -3.26595 -8.61261 -1.75280
*
```

Summary:
- DFT total energy: -95179.884 eV
- E_HOMO: -4.367 eV
- Kohn-Sham gap: 6.30 eV